Record 1
# C2H6N5

A gas-phase ion, C2H6N5 (charge +1) at a distorted geometry (ωB97M-V/def2-TZVPD, the OMol25 dataset).

Its total charge is +1. The calculation puts the LUMO energy at -0.1711 Ha.

The geometry in XYZ format:
```
13
Properties=species:S:1:pos:R:3:lowdin_charge:R:1
C -1.641 0.984 -0.106 0.01
N -0.356 0.803 0.757 -0.05
N -0.474 1.630 1.775 -0.03
N 0.482 1.626 2.615 0.00
N 1.444 0.731 2.295 0.09
C 1.156 0.145 1.223 -0.20
N 1.712 -0.859 0.332 0.24
H -2.188 -0.042 -0.038 0.12
H -1.159 1.264 -1.061 0.07
H -2.047 1.986 0.319 0.12
H 1.030 -0.976 -0.408 0.16
H 2.087 -1.789 0.797 0.25
H 2.622 -0.560 -0.166 0.22
```

Record 2
# C11H21N3O3

A single C11H21N3O3 molecule at a distorted geometry (ωB97M-V/def2-TZVPD, the OMol25 dataset).

The calculation puts the LUMO energy at 0.0078 Ha.

The geometry in XYZ format:
```
38
Properties=species:S:1:pos:R:3:lowdin_charge:R:1
N 5.119 0.350 -0.929 0.00
C 3.756 0.918 -1.151 -0.30
C 2.754 0.405 -0.193 -0.23
C 2.581 -1.175 0.020 -0.21
C 1.245 -1.729 0.467 -0.17
C 0.168 -0.843 1.469 -0.24
N -0.916 -1.645 1.971 0.01
C -0.451 0.691 1.108 -0.37
O 0.349 1.555 1.430 0.02
N -1.413 0.819 0.143 0.03
C -1.840 2.229 0.019 -0.15
C -3.388 2.098 -0.039 -0.15
C -3.541 0.857 -0.910 -0.12
C -2.668 -0.148 -0.095 -0.14
C -2.288 -1.355 -0.822 -0.43
O -1.167 -1.794 -0.723 0.07
O -3.296 -2.147 -1.349 0.11
H 5.484 0.610 -0.045 0.04
H 5.280 -0.627 -1.168 0.06
H 3.842 1.959 -1.124 0.08
H 3.316 0.690 -2.166 0.13
H 1.746 0.718 -0.415 0.08
H 2.921 0.958 0.802 0.13
H 2.813 -1.705 -1.034 0.14
H 3.304 -1.620 0.732 0.09
H 1.467 -2.671 1.141 0.13
H 0.542 -2.132 -0.391 0.10
H 1.057 -0.496 2.110 0.13
H -1.042 -2.084 2.936 0.12
H -0.887 -2.381 1.310 0.03
H -1.262 2.737 0.890 0.14
H -1.413 2.654 -0.889 0.12
H -3.781 2.170 0.944 0.10
H -3.605 3.098 -0.552 0.13
H -4.484 0.437 -1.247 0.11
H -2.923 0.993 -1.827 0.14
H -3.178 -0.527 0.779 0.15
H -4.205 -1.866 -1.201 0.11
```

Record 3
# C23H21O5

2 unconnected molecules or ions with the total composition C23H21O5 at a distorted geometry (ωB97M-V/def2-TZVPD, the OMol25 dataset).

Its total charge is -1. The calculation puts the LUMO energy at 0.0573 Ha.

The geometry in XYZ format:
```
49
Properties=species:S:1:pos:R:3:lowdin_charge:R:1
C -2.581 2.202 5.398 -0.07
O -1.467 1.417 4.943 -0.09
C -1.186 1.408 3.611 -0.25
C -0.073 0.627 3.212 0.01
C 0.258 0.517 1.882 0.00
C -0.566 1.057 0.862 -0.19
C -0.313 0.731 -0.531 0.09
C -1.288 0.508 -1.467 -0.04
C -0.871 0.273 -2.872 -0.41
O 0.286 0.216 -3.221 0.13
O -1.864 0.050 -3.795 0.08
C -3.201 0.444 -3.419 -0.53
C -3.335 1.956 -3.388 0.02
C -4.172 -0.173 -4.435 0.01
O -3.538 -0.143 -2.142 0.07
C -2.661 0.051 -1.103 -0.40
O -3.025 -0.242 0.014 0.12
C -1.648 1.874 1.278 -0.03
C -1.936 2.092 2.614 -0.01
H -2.560 2.084 6.480 0.09
H -2.455 3.259 5.127 0.09
H -3.525 1.815 4.990 0.10
H 0.499 0.118 3.988 0.12
H 1.135 -0.048 1.569 0.11
H 0.715 0.581 -0.853 0.14
H -2.647 2.402 -2.664 0.09
H -3.121 2.351 -4.389 0.10
H -4.367 2.224 -3.131 0.10
H -4.092 -1.262 -4.437 0.10
H -5.196 0.100 -4.171 0.09
H -3.950 0.205 -5.435 0.09
H -2.278 2.347 0.522 0.12
H -2.768 2.749 2.889 0.10
C 4.181 -2.508 -1.861 -0.13
C 2.756 -2.465 -1.862 -0.16
C 2.316 -2.182 -0.535 -0.14
C 3.467 -2.076 0.316 -0.25
C 4.648 -2.253 -0.529 -0.25
C 5.924 -2.136 0.031 -0.09
C 6.057 -1.860 1.396 -0.17
C 4.920 -1.729 2.218 -0.16
C 3.631 -1.855 1.688 -0.10
H 4.847 -2.703 -2.704 0.06
H 2.108 -2.618 -2.726 0.07
H 1.287 -2.081 -0.185 0.06
H 6.799 -2.253 -0.612 0.09
H 7.052 -1.749 1.835 0.07
H 5.052 -1.528 3.285 0.07
H 2.744 -1.793 2.323 0.08
```

Record 4
# C17H27CsIN5O3S2

A molecular structure, C17H27CsIN5O3S2 (ωB97M-V/def2-TZVPD, the OMol25 dataset).

The calculation puts the LUMO energy at -0.0157 Ha.

The geometry in XYZ format:
```
56
Properties=species:S:1:pos:R:3:lowdin_charge:R:1
Cs 1.230 -1.118 1.206 1.11
N 1.686 1.782 5.637 0.00
C 0.745 2.106 4.567 -0.19
C 0.503 0.913 3.643 -0.74
O 0.959 -0.211 4.007 -0.20
O -0.110 1.127 2.577 -0.16
H 1.404 0.908 6.065 0.07
H 1.672 2.499 6.350 0.07
H 1.139 2.923 3.961 0.11
H -0.245 2.424 4.920 0.11
C 1.219 4.539 -2.569 -0.11
C -0.183 3.954 -2.707 -0.30
C -0.186 2.431 -2.791 -0.35
S 0.206 1.674 -1.191 0.92
O 0.545 0.232 -1.471 -0.66
C -1.444 1.684 -0.420 -0.32
C -2.257 0.418 -0.686 -0.27
C -2.757 0.230 -2.113 -0.10
H 1.186 5.627 -2.512 0.07
H 1.835 4.267 -3.428 0.08
H 1.717 4.172 -1.671 0.06
H -0.661 4.344 -3.608 0.11
H -0.809 4.284 -1.872 0.10
H 0.609 2.072 -3.449 0.10
H -1.134 2.032 -3.144 0.07
H -1.955 2.585 -0.767 0.09
H -1.247 1.782 0.649 0.06
H -3.105 0.444 0.002 0.12
H -1.654 -0.446 -0.397 0.08
H -3.310 1.105 -2.465 0.08
H -3.426 -0.628 -2.178 0.06
H -1.929 0.045 -2.797 0.06
I 7.746 0.992 3.867 0.82
C 5.820 0.318 3.585 -0.79
C 4.710 0.595 4.356 -0.16
N 3.686 -0.051 3.784 -0.02
N 4.052 -0.737 2.691 -0.04
C 5.356 -0.523 2.564 -0.23
H 4.565 1.208 5.228 0.11
H 2.698 -0.068 4.080 0.08
H 5.913 -0.965 1.754 0.10
N -4.033 -5.563 -3.298 0.09
C -3.628 -4.286 -3.357 -0.84
S -4.341 -3.157 -4.312 0.68
C -2.499 -3.947 -2.441 -0.25
C -1.509 -3.061 -2.838 -0.03
C -0.498 -2.740 -1.947 -0.13
N -0.424 -3.242 -0.714 0.02
C -1.373 -4.097 -0.341 -0.13
C -2.421 -4.484 -1.160 -0.02
H -4.793 -5.857 -3.888 0.10
H -3.503 -6.258 -2.799 0.11
H -1.544 -2.613 -3.822 0.10
H 0.262 -2.022 -2.229 0.10
H -1.303 -4.486 0.669 0.11
H -3.181 -5.154 -0.780 0.11
```

Record 5
# C5H8N2

A single C5H8N2 molecule at a distorted geometry (ωB97M-V/def2-TZVPD, the OMol25 dataset).

Its spin multiplicity is 3. The calculation puts the LUMO energy (alpha / beta) at 0.0347 / -0.0141 Ha.

The geometry in XYZ format:
```
15
Properties=species:S:1:pos:R:3:mulliken_spin:R:1
C -0.894 1.296 0.352 0.60
C -1.663 0.101 0.169 -0.15
C 0.499 1.243 -0.209 -0.03
C 0.418 -1.435 -0.079 -0.04
C -1.047 -1.104 0.121 0.44
N 1.676 0.452 0.438 0.29
N 1.749 -0.853 0.298 0.70
H -1.287 2.209 0.620 0.03
H -2.750 0.184 0.459 0.00
H 0.376 0.738 -1.212 0.04
H 0.754 2.332 -0.158 0.00
H 0.578 -2.517 0.189 0.02
H 0.545 -1.462 -1.147 0.08
H -1.552 -2.057 0.007 0.02
H 2.597 0.874 0.151 0.02
```

Record 6
# C9H14N4O5Pd

A molecular structure, C9H14N4O5Pd at a distorted geometry (ωB97M-V/def2-TZVPD, the OMol25 dataset).

Its spin multiplicity is 3. The calculation puts the LUMO energy (alpha / beta) at 0.0221 / -0.0426 Ha.

The geometry in XYZ format:
```
33
Properties=species:S:1:pos:R:3:mulliken_spin:R:1
Pd 0.405 -0.167 -0.712 0.93
C 0.463 -3.275 -1.467 0.00
C -0.075 -2.060 -2.174 0.02
N -1.306 -1.916 -2.486 0.00
O -2.047 -2.980 -2.014 0.00
C 0.821 -0.979 -2.635 0.01
C 0.506 -0.136 -3.835 0.01
N 1.897 -0.773 -1.882 0.34
O 2.810 0.050 -2.083 0.53
H 0.082 -3.312 -0.448 0.00
H 1.549 -3.266 -1.443 -0.01
H 0.102 -4.165 -1.983 0.00
H -2.935 -2.764 -2.309 0.00
H -0.493 0.283 -3.731 0.00
H 0.537 -0.751 -4.735 0.00
H 1.235 0.666 -3.922 -0.01
O 0.039 2.102 -1.473 0.05
H -0.235 2.499 -0.611 -0.01
H 0.899 2.488 -1.667 0.00
C -0.473 3.173 3.759 0.00
N -0.438 1.864 3.125 0.00
C -0.319 0.721 3.858 0.00
C -0.143 -0.487 3.292 0.00
C -0.018 -0.529 1.858 0.01
O 0.329 -1.538 1.207 0.06
N -0.270 0.607 1.154 0.07
C -0.437 1.814 1.729 0.00
O -0.612 2.855 1.087 0.00
H -0.823 3.074 4.784 0.00
H -1.141 3.823 3.202 0.00
H 0.520 3.625 3.754 0.00
H -0.382 0.845 4.931 0.00
H -0.048 -1.393 3.868 0.00
```

Record 7
# C3H11NO3

3 unconnected molecules or ions with the total composition C3H11NO3 at a distorted geometry (ωB97M-V/def2-TZVPD, the OMol25 dataset).

The calculation puts the LUMO energy at 0.0306 Ha.

The geometry in XYZ format:
```
18
Properties=species:S:1:pos:R:3:lowdin_charge:R:1
C 0.983 -3.040 -1.017 -0.14
N 0.867 -1.613 -1.065 -0.14
C -0.401 -1.034 -1.473 -0.20
C -0.449 0.438 -1.096 -0.25
O -0.236 0.861 0.005 0.06
H 0.448 -3.497 -0.183 0.07
H 0.704 -3.465 -1.987 0.07
H 2.042 -3.303 -0.940 0.08
H 1.595 -0.961 -0.886 0.10
H -1.252 -1.505 -0.974 0.12
H -0.524 -1.110 -2.564 0.11
H -0.744 1.142 -1.859 0.10
O 0.651 0.299 4.270 -0.07
H -0.064 -0.332 4.432 0.03
H 0.275 1.073 4.710 0.03
O -1.350 3.653 -0.646 -0.07
H -0.631 4.301 -0.596 0.04
H -1.412 3.406 0.288 0.04
```

Record 8
# C16H18Br2N8O3

A single C16H18Br2N8O3 molecule at a distorted geometry (ωB97M-V/def2-TZVPD, the OMol25 dataset).

The calculation puts the LUMO energy at -0.0110 Ha.

The geometry in XYZ format:
```
47
Properties=species:S:1:pos:R:3:lowdin_charge:R:1
N 2.694 1.736 -2.030 0.18
C 1.617 2.029 -2.809 -0.50
O 1.697 1.722 -3.989 0.05
C 0.292 2.507 -2.191 -0.17
C 0.179 4.034 -2.271 -0.13
C -0.721 4.409 -1.127 -0.17
C -0.421 3.417 -0.006 -0.14
N 0.040 2.256 -0.740 0.01
C -0.185 1.019 -0.181 -0.36
O -0.424 0.985 1.023 0.04
C -0.273 -0.302 -0.987 -0.17
C -1.673 -0.558 -1.611 -0.06
C -2.644 -1.074 -0.544 -0.29
N -2.672 -0.693 0.794 0.09
C -3.656 -1.412 1.432 -0.76
Br -4.082 -1.207 3.319 0.68
N -4.272 -2.190 0.566 0.04
C -3.608 -2.041 -0.642 -0.70
Br -4.103 -2.920 -2.264 0.72
N 0.109 -1.468 -0.145 0.12
C 1.306 -1.598 0.494 -0.39
O 2.239 -0.846 0.217 0.04
C 1.335 -2.568 1.648 -0.09
N 0.221 -3.297 2.003 0.12
C 0.354 -4.059 3.084 -0.13
C 1.539 -4.164 3.861 -0.08
N 2.635 -3.463 3.521 0.12
C 2.500 -2.668 2.459 -0.32
N 3.655 -1.983 2.244 0.14
H 3.459 1.179 -2.428 0.13
H 2.610 1.791 -1.042 0.08
H -0.542 2.089 -2.781 0.15
H 1.146 4.476 -2.066 0.12
H -0.204 4.429 -3.254 0.15
H -0.595 5.429 -0.785 0.12
H -1.754 4.243 -1.425 0.12
H 0.372 3.796 0.677 0.14
H -1.354 3.257 0.563 0.13
H 0.384 -0.234 -1.874 0.15
H -2.036 0.385 -2.039 0.12
H -1.645 -1.284 -2.443 0.11
H -2.011 -0.040 1.235 0.12
H -0.638 -2.009 0.302 0.12
H -0.528 -4.604 3.407 0.10
H 1.483 -4.721 4.765 0.09
H 3.694 -1.346 1.459 0.08
H 4.483 -2.437 2.602 0.11
```

Going through the records in order, we get DFT total energy values of -9609.7342; -22356.5848; -34429.4177; -61980.5465; -8289.6554; -29234.2306; -10920.6052; -175034.0300 eV.
Going through the records in order, we get energy above the lowest of the compared OMol25 structures with the same formula, charge and spin values of 121.8; 126.6; 11.7; 0.0; 18.1; 9.2; 55.4; 0.0 kcal/mol.